No. 1
200
Properties=species:S:1:pos:R:3 method="wB97M-V/def2-TZVPD" orbital_gap_ev=8.4 lumo_ev=0.23
C 0.727 -0.101 -2.578
O 1.434 -1.147 -3.252
C 2.693 -1.387 -2.654
C 3.353 -2.583 -3.403
N 3.772 -2.245 -4.781
C 4.839 -1.311 -4.927
C 4.930 -0.875 -6.394
O 3.682 -0.388 -6.833
C 3.397 0.946 -6.379
H -0.026 0.220 -3.355
H 1.389 0.714 -2.309
H 0.175 -0.466 -1.754
H 2.521 -1.416 -1.611
H 3.271 -0.522 -2.808
H 2.674 -3.488 -3.390
H 4.234 -2.902 -2.819
H 3.034 -1.717 -5.316
H 5.834 -1.640 -4.633
H 4.699 -0.362 -4.403
H 4.924 -1.824 -6.897
H 5.753 -0.224 -6.503
H 3.560 0.969 -5.281
H 2.276 1.182 -6.520
H 4.106 1.580 -6.821
C -5.490 2.308 1.466
O -5.300 1.753 0.175
C -4.788 0.385 0.181
C -4.176 0.020 -1.124
N -5.124 -0.045 -2.221
C -4.651 -0.776 -3.346
C -3.376 -0.260 -4.013
O -2.945 -1.210 -4.901
C -1.706 -0.985 -5.570
H -5.872 3.291 1.239
H -4.590 2.336 2.066
H -6.269 1.776 2.025
H -5.736 -0.201 0.410
H -4.017 0.289 0.951
H -3.676 -0.999 -0.967
H -3.392 0.772 -1.346
H -5.388 0.848 -2.476
H -5.403 -0.545 -4.086
H -4.616 -1.830 -3.120
H -2.527 -0.201 -3.259
H -3.527 0.775 -4.380
H -1.781 -1.556 -6.536
H -0.760 -1.237 -4.992
H -1.560 0.026 -5.912
C 0.964 -2.269 6.219
O -0.079 -2.912 5.557
C 0.330 -4.014 4.835
C -0.855 -4.624 4.245
N -1.507 -3.671 3.433
C -2.785 -4.041 2.875
C -3.761 -2.812 2.686
O -4.257 -2.528 4.056
C -5.370 -1.690 3.928
H 0.488 -1.413 6.633
H 1.834 -1.976 5.541
H 1.457 -3.003 6.920
H 0.709 -4.801 5.485
H 1.114 -3.735 4.089
H -1.474 -4.816 5.078
H -0.576 -5.557 3.727
H -1.558 -2.807 3.912
H -3.282 -4.758 3.500
H -2.705 -4.564 1.907
H -4.601 -3.127 2.075
H -3.247 -1.926 2.207
H -5.111 -0.803 3.338
H -5.836 -1.446 4.863
H -6.191 -2.282 3.470
C 0.519 4.222 -7.256
C 1.561 5.333 -7.421
C 1.024 6.644 -6.802
O 2.850 4.880 -6.856
H 0.775 3.235 -7.607
H -0.333 4.468 -7.778
H 0.128 4.172 -6.231
H 1.853 5.506 -8.484
H 0.669 6.492 -5.774
H 0.118 6.966 -7.321
H 1.721 7.516 -6.792
H 2.965 5.424 -6.074
C 5.447 0.570 5.384
C 3.953 0.516 5.175
C 3.243 1.691 5.779
O 3.636 0.315 3.797
H 5.792 1.537 4.970
H 5.878 -0.287 4.840
H 5.745 0.430 6.463
H 3.586 -0.378 5.705
H 3.258 1.738 6.853
H 2.172 1.811 5.539
H 3.704 2.576 5.390
H 4.352 0.794 3.317
C 2.263 4.768 2.292
C 1.286 3.845 2.953
C 0.969 4.360 4.364
O 0.084 3.752 2.167
H 2.464 4.583 1.211
H 3.306 4.546 2.688
H 2.121 5.877 2.438
H 1.739 2.850 3.015
H 0.305 3.777 4.965
H 0.678 5.409 4.248
H 1.956 4.374 5.018
H -0.590 3.154 2.520
C 2.145 -3.659 1.573
C 2.934 -4.828 0.988
C 2.751 -6.075 1.808
O 2.514 -4.973 -0.373
H 2.221 -2.828 0.888
H 2.413 -3.349 2.628
H 1.097 -3.917 1.607
H 3.956 -4.472 1.012
H 1.660 -6.290 1.874
H 3.118 -5.817 2.796
H 3.213 -6.983 1.416
H 1.593 -5.160 -0.306
C -1.057 -5.332 -2.903
C -0.566 -4.294 -1.911
C -1.451 -3.075 -2.025
O -0.527 -4.851 -0.622
H -2.097 -5.638 -2.685
H -0.339 -6.142 -2.907
H -1.054 -4.929 -3.896
H 0.455 -3.983 -2.159
H -2.448 -3.235 -1.676
H -1.645 -2.706 -3.021
H -1.062 -2.199 -1.539
H -1.399 -4.737 -0.245
C -7.463 -5.586 -0.971
C -6.607 -4.571 -1.788
C -6.292 -5.172 -3.176
O -7.362 -3.356 -1.921
H -7.417 -5.445 0.168
H -7.153 -6.557 -1.097
H -8.492 -5.489 -1.265
H -5.700 -4.386 -1.247
H -5.807 -6.154 -2.996
H -5.618 -4.565 -3.819
H -7.243 -5.270 -3.615
H -6.812 -2.623 -1.652
C -2.522 3.548 -0.586
C -1.755 4.743 -1.040
C -2.540 6.028 -0.712
O -0.374 4.667 -0.631
H -3.580 3.745 -0.541
H -2.125 3.215 0.442
H -2.469 2.731 -1.301
H -1.733 4.793 -2.167
H -1.930 6.887 -0.867
H -2.866 5.933 0.318
H -3.395 6.202 -1.329
H -0.387 4.405 0.311
C -1.643 1.524 5.757
C -2.755 2.044 4.848
C -3.689 3.000 5.426
O -2.151 2.653 3.637
H -2.016 0.844 6.527
H -1.144 2.372 6.240
H -0.868 1.059 5.133
H -3.250 1.101 4.501
H -4.331 3.300 4.643
H -3.143 3.847 5.851
H -4.297 2.668 6.274
H -2.352 3.583 3.722
C 6.088 2.275 1.681
O 5.594 1.742 2.685
N 5.316 3.258 1.106
N 7.393 2.065 1.309
H 4.351 3.107 1.328
H 5.417 3.410 0.118
H 8.087 2.620 0.772
H 7.845 1.341 1.845
C 4.132 0.183 0.378
O 3.140 0.790 0.890
N 4.970 0.668 -0.571
N 4.612 -1.102 0.826
H 5.743 0.137 -0.914
H 4.603 1.415 -1.192
H 4.317 -1.145 1.826
H 5.647 -1.191 0.836
C -0.490 -0.398 2.163
O -1.733 -0.371 2.207
N 0.171 0.219 1.166
N 0.227 -0.977 3.191
H 1.186 0.291 1.130
H -0.395 0.841 0.576
H 1.190 -0.676 3.293
H -0.308 -1.400 3.957
C 3.036 3.516 -1.781
O 4.193 3.118 -2.002
N 2.348 3.226 -0.666
N 2.338 4.196 -2.736
H 2.717 2.526 -0.013
H 1.354 3.465 -0.650
H 2.797 4.309 -3.567
H 1.493 4.661 -2.507

---

No. 2
87
Properties=species:S:1:pos:R:3 method="wB97M-V/def2-TZVPD" relative_energy_kcal_mol=2.0 orbital_gap_ev=5.7 lumo_ev=-0.64
Ca -0.233 -0.286 0.089
Br 2.500 -6.924 -2.386
C 1.928 -5.424 -1.372
C 2.830 -4.811 -0.477
C 2.442 -3.738 0.269
C 1.129 -3.167 0.163
O 0.808 -2.155 0.851
C 0.232 -3.817 -0.756
C -1.124 -3.414 -0.928
N -1.677 -2.332 -0.475
C -3.073 -2.212 -0.552
C -3.957 -3.250 -0.751
C -5.348 -3.037 -0.816
C -5.875 -1.791 -0.648
C -5.013 -0.703 -0.377
C -5.495 0.604 -0.141
C -4.619 1.607 0.149
C -3.244 1.305 0.206
N -2.759 0.106 -0.013
C -3.617 -0.909 -0.315
C 0.660 -4.948 -1.494
H 3.834 -5.204 -0.386
H 3.125 -3.259 0.958
H -1.727 -4.121 -1.508
H -3.593 -4.264 -0.839
H -5.999 -3.884 -0.990
H -6.944 -1.621 -0.692
H -6.562 0.787 -0.190
H -4.952 2.618 0.337
H -2.513 2.076 0.427
H -0.041 -5.429 -2.167
C -0.372 0.738 4.686
C -0.656 0.361 3.361
N 0.190 0.518 2.373
C 1.418 1.057 2.608
C 1.806 1.429 3.918
C 0.857 1.264 4.953
C 3.102 1.932 4.166
C 3.977 2.016 3.119
C 3.605 1.676 1.811
C 2.322 1.235 1.487
N 1.863 0.890 0.253
C 2.491 1.236 -0.904
C 3.319 2.338 -1.115
C 3.892 2.624 -2.364
C 3.680 1.827 -3.453
C 2.823 0.709 -3.315
C 2.555 -0.162 -4.394
C 1.698 -1.210 -4.232
C 1.065 -1.361 -2.985
N 1.287 -0.576 -1.959
C 2.195 0.435 -2.078
H -1.112 0.592 5.461
H -1.615 -0.086 3.115
H 1.131 1.554 5.962
H 3.386 2.209 5.172
H 4.991 2.355 3.294
H 4.356 1.733 1.038
H 3.519 3.013 -0.296
H 4.523 3.502 -2.454
H 4.143 2.032 -4.409
H 3.046 0.017 -5.344
H 1.488 -1.905 -5.033
H 0.342 -2.156 -2.839
Se 2.898 6.508 -3.266
N 2.487 6.197 -1.556
C 1.669 5.182 -1.541
C 1.079 4.638 -0.322
C 1.328 5.195 0.931
C 0.706 4.654 2.032
C -0.159 3.578 1.840
N -0.397 3.030 0.660
C 0.223 3.537 -0.410
C -0.034 2.889 -1.717
N -0.754 1.760 -1.717
C -1.047 1.199 -2.881
C -0.620 1.695 -4.108
C 0.170 2.823 -4.111
C 0.467 3.442 -2.899
C 1.332 4.614 -2.826
N 1.870 5.180 -3.868
H 2.003 6.037 1.011
H 0.875 5.043 3.027
H -0.680 3.141 2.686
H -1.641 0.290 -2.834
H -0.882 1.184 -5.024
H 0.571 3.240 -5.025

---

No. 3
90
Properties=species:S:1:pos:R:3 method="wB97M-V/def2-TZVPD" relative_energy_kcal_mol=3.6 orbital_gap_ev="5.0 / 5.8" s_squared=0.776 total_charge=-1 spin_multiplicity=2 lumo_ev="2.16 / 2.16"
Re -0.180 -1.032 0.677
C 1.513 1.669 5.391
C 1.161 2.065 4.108
C 0.523 1.183 3.247
C 0.234 -0.118 3.648
C 0.562 -0.509 4.948
C 1.200 0.377 5.803
N -0.413 -0.983 2.741
N -1.074 -1.971 3.356
C -1.728 -2.761 2.447
C -2.458 -3.864 2.938
C -3.131 -4.695 2.069
C -3.102 -4.434 0.695
C -2.376 -3.346 0.224
C -1.658 -2.475 1.060
H 2.015 2.356 6.062
H 1.383 3.070 3.769
H 0.216 1.490 2.257
H 0.308 -1.511 5.265
H 1.458 0.054 6.805
H -2.470 -4.035 4.009
H -3.681 -5.549 2.449
H -3.641 -5.072 0.003
H -2.406 -3.162 -0.846
C -1.055 0.339 0.137
Ge -1.528 1.496 -1.276
C -2.411 0.429 -2.656
C -2.887 -0.837 -2.317
C -3.546 -1.625 -3.256
C -3.723 -1.162 -4.553
C -3.263 0.102 -4.903
C -2.625 0.896 -3.955
C -2.835 2.871 -0.787
C -4.027 2.464 -0.178
C -5.033 3.376 0.109
C -4.865 4.719 -0.207
C -3.690 5.141 -0.811
C -2.684 4.221 -1.103
C -0.006 2.439 -2.060
C 0.663 3.409 -1.307
C 1.753 4.097 -1.826
C 2.202 3.819 -3.112
C 1.560 2.849 -3.869
C 0.466 2.165 -3.346
H -2.722 -1.200 -1.310
H -3.924 -2.601 -2.971
H -4.222 -1.780 -5.290
H -3.405 0.471 -5.912
H -2.306 1.895 -4.233
H -4.167 1.419 0.081
H -5.950 3.039 0.579
H -5.648 5.433 0.017
H -3.552 6.187 -1.058
H -1.778 4.567 -1.590
H 0.330 3.630 -0.297
H 2.254 4.849 -1.228
H 3.052 4.354 -3.518
H 1.914 2.619 -4.868
H -0.014 1.401 -3.944
S 1.061 -3.049 -3.311
C 1.845 -1.541 -3.140
C 1.427 -0.937 -2.010
N 0.475 -1.656 -1.296
C 0.204 -2.782 -1.881
H 2.562 -1.186 -3.861
H 1.750 0.022 -1.634
H -0.499 -3.497 -1.480
C 3.263 -4.918 0.321
C 4.028 -3.847 -0.149
C 3.648 -2.537 0.085
C 2.481 -2.244 0.814
C 1.737 -3.329 1.303
C 2.113 -4.645 1.043
N 1.962 -0.962 0.984
C 2.839 0.100 1.172
C 2.564 1.348 0.608
C 3.408 2.431 0.805
C 4.562 2.303 1.568
C 4.851 1.062 2.128
C 4.010 -0.023 1.933
H 3.570 -5.940 0.135
H 4.929 -4.041 -0.721
H 4.232 -1.718 -0.318
H 0.868 -3.145 1.930
H 1.508 -5.454 1.435
H 1.663 1.448 0.014
H 3.156 3.387 0.359
H 5.219 3.149 1.725
H 5.739 0.938 2.738
H 4.242 -0.977 2.392

---

No. 4
95
Properties=species:S:1:pos:R:3 method="wB97M-V/def2-TZVPD" orbital_gap_ev="4.8 / 7.4" s_squared=0.774 spin_multiplicity=2 lumo_ev="0.15 / 0.15"
Hg 0.774 2.313 -1.545
C -11.438 -4.400 -1.779
O -10.139 -4.934 -1.950
C -9.096 -4.063 -1.920
C -9.224 -2.694 -1.733
C -8.082 -1.899 -1.719
C -6.819 -2.444 -1.888
C -6.710 -3.826 -2.077
C -7.830 -4.626 -2.093
C -5.593 -1.636 -1.875
N -4.383 -2.112 -2.035
C -3.551 -1.018 -1.948
C -4.271 0.124 -1.732
N -5.587 -0.280 -1.688
C -3.688 1.428 -1.591
C -4.370 2.599 -1.364
C -3.666 3.806 -1.231
C -2.288 3.764 -1.328
N -1.605 2.646 -1.552
C -2.257 1.458 -1.692
C -1.496 0.292 -1.927
N -0.124 0.381 -2.029
C 0.608 -0.732 -2.227
C 0.061 -1.981 -2.354
C -1.345 -2.112 -2.267
C -2.111 -0.994 -2.059
H -12.121 -5.243 -1.833
H -11.681 -3.686 -2.571
H -11.542 -3.913 -0.806
H -10.191 -2.232 -1.598
H -8.211 -0.833 -1.573
H -5.726 -4.254 -2.210
H -7.752 -5.695 -2.238
H -6.388 0.308 -1.550
H -5.452 2.594 -1.289
H -4.173 4.743 -1.057
H -1.692 4.665 -1.228
H 1.676 -0.576 -2.293
H 0.705 -2.832 -2.526
H -1.833 -3.073 -2.365
O 3.105 1.086 -1.323
P 3.808 0.215 -0.337
C 2.788 -0.260 1.081
P 1.802 1.052 1.854
O 0.812 1.672 0.927
C 2.954 2.257 2.520
C 4.083 1.896 3.256
C 4.961 2.867 3.701
C 4.718 4.205 3.407
C 3.599 4.571 2.679
C 2.710 3.598 2.243
C 0.968 0.230 3.221
C 1.627 -0.569 4.153
C 0.920 -1.163 5.186
C -0.451 -0.963 5.288
C -1.112 -0.173 4.361
C -0.407 0.424 3.325
C 5.298 0.969 0.333
C 6.140 0.290 1.214
C 7.272 0.909 1.711
C 7.566 2.216 1.336
C 6.738 2.892 0.456
C 5.608 2.266 -0.056
C 4.299 -1.347 -1.091
C 4.366 -1.380 -2.481
C 4.744 -2.548 -3.129
C 5.053 -3.681 -2.394
C 4.984 -3.655 -1.007
C 4.606 -2.491 -0.358
H 3.417 -0.744 1.833
H 2.062 -1.002 0.728
H 4.296 0.855 3.469
H 5.842 2.583 4.261
H 5.414 4.963 3.743
H 3.424 5.607 2.423
H 1.835 3.871 1.667
H 2.696 -0.734 4.089
H 1.436 -1.781 5.908
H -1.004 -1.432 6.092
H -2.181 -0.024 4.437
H -0.914 1.031 2.586
H 5.922 -0.729 1.514
H 7.925 0.379 2.393
H 8.448 2.704 1.730
H 6.962 3.909 0.163
H 4.964 2.785 -0.753
H 4.111 -0.492 -3.046
H 4.790 -2.571 -4.210
H 5.343 -4.592 -2.902
H 5.217 -4.543 -0.435
H 4.538 -2.494 0.724
O 3.173 5.606 -0.774
C 2.662 4.517 -0.929
O 1.622 4.271 -1.669
H 3.052 3.640 -0.377